#one
Molecular formula: C2H3N2O2
Method: DFT, ωB97M-V with the def2-TZVPD basis set

```
9
Properties=species:S:1:pos:R:3:nbo_charge:R:1
C -1.74 0.14 -0.35 -0.512
C -0.71 -0.02 0.44 0.021
N 0.85 0.85 0.14 -0.385
N 1.82 0.06 0.01 0.520
O 3.05 0.41 0.07 -0.577
O 1.63 -1.21 -0.21 -0.631
H -2.65 -0.23 -0.08 0.178
H -1.67 0.58 -1.36 0.201
H -0.59 -0.58 1.35 0.185
```

SMILES string = C=CN=[N+]([O-])[O-]
molecular weight = 87.058 g/mol
total charge = -1
HOMO energy = -3.77 eV
HOMO-LUMO gap = 7.9 eV



#two
Molecular formula: C2H3N2O2
Method: DFT, ωB97M-V with the def2-TZVPD basis set

```
9
Properties=species:S:1:pos:R:3:nbo_charge:R:1
C 0.65 1.43 -2.16 1.041
C -0.57 -1.10 1.54 -0.708
N 0.78 0.50 0.28 -0.458
N -0.21 -0.16 0.18 -0.244
O 1.41 0.76 -2.70 -0.573
O -0.14 2.29 -2.04 -0.590
H 0.39 -1.39 1.90 0.179
H -1.08 -1.96 1.01 0.163
H -1.24 -0.37 1.99 0.189
```

molecular weight = 87.058 g/mol
total charge = -1
HOMO energy = -0.96 eV
HOMO-LUMO gap = 4.8 eV



Last place for stability: #one



#one
Molecular formula: C2H3N2O2
Method: DFT, ωB97M-V with the def2-TZVPD basis set

```
9
Properties=species:S:1:pos:R:3:nbo_charge:R:1
C 0.15 0.00 -0.02 -0.372
C 1.33 0.16 -0.69 0.245
N 0.15 0.15 1.39 -0.355
N 1.19 0.27 2.18 0.209
O 0.91 0.42 3.40 -0.572
O 2.45 0.50 -0.21 -0.724
H -0.83 -0.36 -0.52 0.183
H 1.16 0.34 -1.88 0.047
H -0.79 0.40 1.89 0.339
```

SMILES string = O=NN/C=C\[O-]
molecular weight = 87.058 g/mol
total charge = -1
HOMO energy (spin up / spin down) = -2.56 / -2.56 eV
HOMO-LUMO gap (spin up / spin down) = 7.0 / 7.0 eV



#two
Molecular formula: C2H3N2O2
Method: DFT, ωB97M-V with the def2-TZVPD basis set

```
9
Properties=species:S:1:pos:R:3:nbo_charge:R:1
C -2.62 0.43 -0.06 0.093
C 2.01 -0.34 0.10 -0.556
N -3.43 -0.25 -0.44 -0.434
N 0.64 -0.02 0.07 0.456
O 0.22 1.13 0.09 -0.580
O -0.15 -0.98 0.21 -0.581
H -1.75 1.05 0.41 0.287
H 2.28 -1.33 -0.08 0.161
H 2.80 0.32 -0.28 0.153
```

molecular weight = 87.058 g/mol
total charge = -1
HOMO energy = -3.20 eV
HOMO-LUMO gap = 7.7 eV



#three
Molecular formula: C2H3N2O2
Method: DFT, ωB97M-V with the def2-TZVPD basis set

```
9
Properties=species:S:1:pos:R:3:nbo_charge:R:1
C -0.28 -2.12 -1.57 0.145
C 0.27 1.76 1.02 -0.521
N -0.73 -1.91 -2.60 -0.402
N 0.08 0.50 0.66 0.428
O -0.17 -0.44 1.43 -0.595
O 0.15 0.26 -0.59 -0.615
H 0.33 -2.48 -0.77 0.227
H -0.16 2.50 0.38 0.176
H 0.52 1.92 2.03 0.157
```

molecular weight = 87.058 g/mol
total charge = -1
HOMO energy = -2.83 eV
HOMO-LUMO gap = 7.2 eV



#four
Molecular formula: C2H3N2O2
Method: DFT, ωB97M-V with the def2-TZVPD basis set

```
9
Properties=species:S:1:pos:R:3:nbo_charge:R:1
C -0.36 0.90 -1.02 -0.485
C 0.58 0.00 -1.04 -0.046
N 0.44 -1.34 0.38 -0.370
N -0.01 -0.75 1.41 0.514
O -0.42 -1.55 2.34 -0.610
O -0.26 0.45 1.58 -0.584
H -0.33 1.66 -1.73 0.173
H -0.97 0.89 -0.19 0.244
H 1.33 -0.25 -1.72 0.162
```

molecular weight = 87.058 g/mol
total charge = -1
HOMO energy = -3.75 eV
HOMO-LUMO gap = 8.1 eV



Last place for stability: #four



#one
Molecular formula: C3H8OS2
Method: DFT, ωB97M-V with the def2-TZVPD basis set

```
14
Properties=species:S:1:pos:R:3:nbo_charge:R:1
C -3.03 0.30 0.58 0.291
C 1.06 0.47 0.43 -0.523
C 1.03 -1.04 0.05 -0.534
O -1.93 -0.03 0.18 -0.513
S 2.41 1.48 -0.30 -0.086
S 1.12 -1.26 -1.70 -0.030
H -3.69 -0.40 1.09 0.112
H -3.50 1.33 0.45 0.112
H 1.10 0.62 1.62 0.222
H 0.22 1.07 0.13 0.228
H 1.97 -1.52 0.22 0.224
H 0.18 -1.43 0.48 0.230
H 2.77 0.59 -1.24 0.138
H 0.28 -0.18 -1.99 0.130
```

SMILES string = SCCS.C=O
molecular weight = 124.230 g/mol
HOMO energy = -8.57 eV
HOMO-LUMO gap = 8.9 eV



#two
Molecular formula: C3H8OS2
Method: DFT, ωB97M-V with the def2-TZVPD basis set

```
14
Properties=species:S:1:pos:R:3:nbo_charge:R:1
C -1.99 -1.01 2.86 -0.346
C 2.45 1.34 -2.42 -0.752
C -1.24 -1.58 1.92 -0.385
O -0.14 0.37 -0.10 -0.886
S 0.93 0.49 -2.81 0.061
S -0.33 1.29 -1.43 0.394
H -1.80 0.02 3.04 0.189
H -2.87 -1.38 3.29 0.193
H -0.74 -0.45 -0.06 0.490
H 2.26 1.57 -1.36 0.240
H 2.33 2.15 -3.05 0.221
H 3.25 0.63 -2.63 0.230
H -0.61 -0.99 1.35 0.167
H -1.49 -2.45 1.39 0.186
```

SMILES string = CSSO.C=C
molecular weight = 124.230 g/mol
HOMO energy = -9.06 eV
HOMO-LUMO gap = 9.9 eV



Last place for stability: #two



#one
Molecular formula: C2H8NO
Method: DFT, ωB97M-V with the def2-TZVPD basis set

```
12
Properties=species:S:1:pos:R:3:lowdin_spin:R:1
O -1.20 -2.52 0.02 0.795
H -0.85 -3.23 0.57 0.016
C -0.55 1.28 -0.72 0.012
N -0.30 0.07 0.08 0.158
C 1.03 0.11 0.62 0.010
H 0.19 1.36 -1.61 0.005
H -1.63 1.33 -1.21 0.000
H -0.38 2.12 -0.07 0.006
H -0.67 -0.91 0.20 -0.012
H 1.77 0.41 -0.18 0.005
H 1.32 -0.92 0.92 0.000
H 1.27 0.88 1.40 0.006
```

molecular weight = 62.092 g/mol
<S²> = 0.76
2S+1 = 2
HOMO energy (spin up / spin down) = -8.68 / -7.87 eV
HOMO-LUMO gap (spin up / spin down) = 9.7 / 5.3 eV



#two
Molecular formula: C2H8NO
Method: DFT, ωB97M-V with the def2-TZVPD basis set

```
12
Properties=species:S:1:pos:R:3:lowdin_spin:R:1
C -2.29 -1.76 2.05 0.050
C -1.35 -2.05 1.07 0.461
N -2.18 -0.79 2.98 0.430
H -3.12 -2.32 2.02 -0.008
H -1.51 -2.83 0.34 0.028
H -0.41 -1.49 0.98 0.022
H -0.54 -0.17 3.07 -0.001
H -2.94 -0.64 3.50 0.020
H 20.67 17.80 -37.72 0.000
H 21.33 17.60 -37.46 0.000
H 0.83 0.53 3.45 0.000
O 0.35 -0.01 2.78 -0.002
```

molecular weight = 62.092 g/mol
<S²> = 0.78
2S+1 = 2
HOMO energy (spin up / spin down) = -9.33 / -10.38 eV
HOMO-LUMO gap (spin up / spin down) = 10.4 / 9.1 eV



Last place for stability: #one